# 1
Entry from the Open Molecules 2025 dataset: a molecular structure, C19H13N2O5Sn at a distorted geometry (ωB97M-V/def2-TZVPD).

Last column: Löwdin charge in e.
Cartesian coordinates (Å):
1 Sn -0.787929 0.098734 -0.758470  1.662
2 O 1.393927 -3.384551 -5.587118  0.087
3 C 0.899783 -2.695949 -4.511356  -0.228
4 C 0.839772 -3.251531 -3.243205  0.108
5 C 0.450082 -2.390849 -2.221707  -0.137
6 N 0.046250 -1.117662 -2.459987  0.018
7 C 0.014887 -0.630355 -3.683838  -0.160
8 C 0.499012 -1.377488 -4.749139  0.120
9 C -0.414549 0.826793 -3.758741  -0.529
10 O -0.278850 1.396582 -4.838870  0.121
11 O -0.737263 1.328588 -2.592454  -0.154
12 C 0.322488 -2.807076 -0.780182  -0.519
13 O 0.664495 -4.000358 -0.517403  0.072
14 O -0.015850 -1.850855 0.027879  -0.136
15 H 1.578278 -4.359648 -5.558407  0.159
16 H 1.064786 -4.265013 -2.970647  0.140
17 H 0.606532 -0.863866 -5.666342  0.135
18 N 1.111180 0.918815 0.292661  0.022
19 C 1.193284 0.635763 1.752035  -0.220
20 C 2.324570 -0.090258 2.145789  -0.026
21 C 2.350687 -0.611850 3.409956  -0.060
22 C 1.351293 -0.318956 4.349558  -0.034
23 C 0.240634 0.421446 3.964061  -0.001
24 C 0.149111 0.884085 2.645615  -0.135
25 C -1.059407 1.663448 2.197996  -0.172
26 C -1.648594 2.528450 3.145049  -0.035
27 C -2.866697 3.107814 2.936771  -0.023
28 C -3.434944 3.004052 1.618593  -0.019
29 C -2.821258 2.196749 0.637316  -0.120
30 C -1.667757 1.508698 0.941339  -0.143
31 H 1.998470 0.598134 -0.077887  0.106
32 H 1.069413 1.953606 0.124484  0.146
33 H 3.148314 -0.273211 1.457388  0.125
34 H 3.223188 -1.207614 3.746803  0.130
35 H 1.618800 -0.644583 5.354884  0.120
36 H -0.538489 0.718771 4.638276  0.114
37 H -1.091459 2.894509 4.011740  0.137
38 H -3.362870 3.711706 3.677696  0.116
39 H -4.231556 3.647931 1.271287  0.113
40 H -3.201764 2.097000 -0.371420  0.100

Cartesian forces, eV/Å:
Sn 2.1029 0.1228 0.3146
O -0.3503 0.1880 0.1451
C 0.9074 -1.3912 -1.7224
C -0.5203 1.2104 1.2945
C -0.8549 0.3130 -0.4926
N -0.3380 -1.1854 1.2715
C 0.4810 -0.0714 -0.6190
C -0.2524 0.3550 1.2569
C 1.1667 0.1913 -1.8374
O -0.7145 -0.5448 2.1574
O -0.5726 0.0280 1.1240
C 1.7960 -3.5616 0.2460
O -1.3891 4.0184 -0.2773
O -0.9274 0.7573 0.2340
H -0.4448 1.3728 0.8377
H 0.2309 -0.2567 -0.1281
H -0.0274 0.0369 -1.0430
N -0.2943 1.3401 0.2483
C 0.2697 -1.0112 -0.3509
C -0.7106 0.1579 -0.5309
C 0.7925 -0.2096 1.1842
C 0.7446 -0.0665 -0.3372
C 0.8235 0.0914 -0.2834
C -0.2562 0.4695 -1.0538
C 0.8118 -0.9479 0.1637
C 0.5061 0.2181 -0.0460
C -1.1866 0.1879 -2.7985
C 1.1290 -0.2858 0.3261
C -0.4922 0.3289 0.1728
C 0.0527 -0.7002 0.1385
H 0.0500 0.0047 -0.3473
H 0.0755 -1.0019 0.1575
H -0.2054 -0.0100 0.0450
H -0.6727 0.4797 -0.3403
H -0.8930 0.0982 -0.0686
H -0.1824 -0.2035 0.3575
H -0.0237 -0.8481 -0.0522
H 0.1004 0.1727 0.0997
H -0.3392 -0.2103 0.3946
H -0.3924 0.3628 0.1594

Its net charge is +1. As for the energy above the lowest of the compared OMol25 structures with the same formula, charge and spin: 68.6 kJ/mol. The HOMO energy comes out at -12.21 eV. As for the total energy: -38956.4320 eV.


# 2
Entry from the Open Molecules 2025 dataset: C3H11N3 in the gas phase at a distorted geometry (ωB97M-V/def2-TZVPD).

Last column: Löwdin charge in e.
Cartesian coordinates (Å):
1 C 0.079988 1.865830 -1.074886  -0.166
2 N -0.642865 1.056212 -0.074415  -0.115
3 C 0.103554 0.092226 0.691427  -0.559
4 N 1.365216 0.293269 1.334831  0.023
5 N 0.230963 -1.191413 -0.000334  -0.140
6 C -0.877102 -2.012069 -0.322947  -0.202
7 H 0.754874 0.927854 -1.475193  0.101
8 H -0.813237 2.061443 -2.050080  0.139
9 H 0.707425 2.840520 -0.719621  0.090
10 H -1.229382 1.525826 0.558701  0.076
11 H -0.616876 -0.128029 1.462060  0.119
12 H 1.323139 0.921155 2.309572  0.160
13 H 2.111801 0.593706 0.688744  0.067
14 H 1.000245 -1.888108 0.159755  0.125
15 H -0.551841 -3.163364 -0.552407  0.108
16 H -1.647399 -2.032413 0.506101  0.073
17 H -1.298502 -1.762645 -1.441307  0.102

Cartesian forces, eV/Å:
C -0.7542 -1.8281 -2.4133
N 1.4929 0.5926 -0.9370
C -0.8758 -2.5469 0.7482
N 0.9171 2.6870 2.8575
N 2.2860 -1.6556 -1.2528
C -1.5756 -1.9749 -3.0270
H -0.9678 2.9714 0.3124
H 3.1388 -0.0397 2.9924
H -1.6139 -2.3697 -0.9407
H -0.7745 1.0499 0.5026
H -0.2975 0.1185 1.0413
H 0.1629 -2.0097 -3.9501
H -0.5977 0.0791 0.7402
H -0.5672 2.3604 0.5702
H -0.4604 2.7445 1.0195
H 0.2991 0.0450 -1.1541
H 0.1878 -0.2237 2.8907

As for the energy above the lowest of the compared OMol25 structures with the same formula, charge and spin: 360.5 kJ/mol. The HOMO energy comes out at -8.22 eV. The SMILES is CNC(N)NC. As for the total energy: -7756.3471 eV.


# 3
Entry from the Open Molecules 2025 dataset: 2 unconnected molecules or ions with the total composition C3H12NO2 at a distorted geometry (ωB97M-V/def2-TZVPD).

Last column: Löwdin charge in e.
Cartesian coordinates (Å):
1 C -1.145735 -0.137458 0.952223  -0.044
2 C 0.195089 0.797224 1.229508  -0.386
3 C 1.504406 -0.147862 0.962991  -0.048
4 O 0.106473 1.932472 0.468613  0.001
5 N -1.403507 -0.100602 -0.569363  0.184
6 H -1.251177 -1.129802 1.500294  0.157
7 H -1.900400 0.560052 1.331744  0.117
8 H 0.286666 1.001326 2.388499  0.172
9 H 1.350684 -1.211082 1.021665  0.050
10 H 2.437482 0.041140 1.565710  0.085
11 H 1.867260 -0.034500 -0.160661  0.098
12 H 0.878131 2.431418 0.555536  0.088
13 H -0.700910 -0.500736 -1.271250  0.120
14 H -1.508366 0.865636 -0.864907  0.152
15 H -2.284429 -0.537926 -0.656233  0.137
16 H 1.231037 -0.991612 -2.698814  0.079
17 H 0.017383 -1.620220 -3.270886  0.051
18 O 0.319919 -1.217468 -2.484676  -0.013

Cartesian forces, eV/Å:
C 1.5319 2.8801 0.6033
C 1.4034 -4.4037 2.6560
C 0.9563 1.6113 -2.4692
O -2.2965 -1.1080 -0.7366
N 1.3925 -0.3021 0.6282
H 0.5751 1.1977 -1.3676
H -0.3725 -0.5683 -0.0347
H -0.8036 -0.1979 -2.1464
H -0.6468 -0.3898 0.4227
H -1.2463 0.3178 -0.3523
H -0.7883 0.0951 2.0655
H 1.9573 1.3721 0.1874
H -0.3531 -0.1933 0.9739
H 0.0144 0.3887 0.2807
H -1.2556 -0.7397 -0.7560
H 0.1470 0.1435 0.2622
H -0.8414 -0.8439 -1.3944
O 0.6264 0.7403 1.1773

Its net charge is +1. As for the energy above the lowest of the compared OMol25 structures with the same formula, charge and spin: 139.8 kJ/mol. The HOMO energy comes out at -14.48 eV. As for the total energy: -8883.4254 eV.


# 4
Entry from the Open Molecules 2025 dataset: a molecular structure, C11H14N3O5SW at a distorted geometry (ωB97M-V/def2-TZVPD).

Last column: Löwdin charge in e.
Cartesian coordinates (Å):
1 W -0.527803 0.146876 -0.690600  1.726
2 O -0.205080 -1.409502 -2.058234  -0.245
3 C 1.101981 -2.111332 -2.263159  -0.062
4 C 1.605062 -2.713752 -0.961856  -0.094
5 N 2.033050 -1.737209 0.078146  -0.146
6 C 3.423714 -1.349315 0.082024  -0.027
7 C 3.695586 -0.099572 -0.694123  0.131
8 O 4.031857 0.793375 -1.258224  0.454
9 O 0.847426 0.981578 -1.185678  -0.315
10 C 1.427837 -1.885591 1.422285  0.001
11 C 0.207464 -1.010700 1.239843  -0.487
12 O 0.231286 0.257554 1.290516  -0.037
13 O -0.753345 -1.496800 0.525847  -0.046
14 H -0.908764 -1.753494 -2.634381  0.140
15 H 1.769077 -1.382469 -2.723437  0.140
16 H 0.903441 -2.903474 -2.983443  0.162
17 H 2.435423 -3.386710 -1.200240  0.159
18 H 0.814418 -3.328445 -0.532677  0.148
19 H 4.109918 -2.098011 -0.343501  0.184
20 H 3.793515 -1.110126 1.084904  0.177
21 H 2.077658 -1.515285 2.209806  0.156
22 H 1.147412 -2.917646 1.628866  0.163
23 C -1.541248 2.083697 2.484707  0.010
24 C -2.211945 2.299287 1.174805  -0.210
25 C -3.202082 3.260976 1.038795  0.062
26 C -3.851059 3.437728 -0.175161  0.028
27 N -3.573993 2.679679 -1.250536  0.152
28 C -2.650059 1.805054 -1.076519  -0.732
29 S -2.085004 0.718387 -2.342455  0.865
30 N -1.924431 1.564784 0.044244  -0.076
31 H -2.059589 2.669873 3.239121  0.112
32 H -0.503158 2.417794 2.445695  0.110
33 H -1.567588 1.040580 2.790014  0.096
34 H -3.468870 3.862899 1.896150  0.146
35 H -4.622107 4.189312 -0.301545  0.155

Cartesian forces, eV/Å:
W -0.3417 1.0535 -0.2766
O 0.2618 0.0020 -0.0039
C -0.0044 -0.0115 0.0410
C 0.0741 0.0349 0.2583
N 0.0614 0.0162 -0.1297
C -0.3974 -0.1022 -0.0758
C 0.5047 -0.0085 -0.0074
O -0.2447 -0.0052 0.0168
O -0.2480 -0.6382 0.2586
C -0.1583 0.0202 0.1437
C 0.2174 -0.0751 0.0240
O 0.0605 -0.4121 -0.0510
O 0.1831 0.0482 -0.2367
H 0.0092 -0.0822 0.0424
H -0.0480 0.0648 0.0431
H 0.0142 -0.0139 0.0104
H -0.0458 -0.0162 -0.1013
H 0.0367 -0.0504 -0.0018
H 0.0385 0.0739 -0.0698
H 0.0820 0.0230 0.0121
H 0.0080 0.0402 0.0096
H -0.0455 0.0115 0.0790
C 0.0244 0.0878 -0.0449
C -0.1691 0.0256 -0.1354
C 0.0239 -0.0606 0.0363
C -0.0430 0.0199 0.0519
N -0.0100 -0.0254 -0.0252
C -0.1982 0.1029 -0.0400
S 0.0215 -0.0607 0.0768
N 0.3124 -0.0396 0.0960
H 0.0494 0.0081 0.0116
H 0.0098 -0.0238 0.0276
H -0.0288 -0.0319 -0.0173
H -0.0161 0.0210 -0.0237
H 0.0060 0.0036 0.0013

Its net charge is +3. As for the energy above the lowest of the compared OMol25 structures with the same formula, charge and spin: 0.0 kJ/mol. The HOMO energy comes out at -19.40 eV. As for the total energy: -38973.0090 eV.